{
  "formula": "C26H78O26",
  "method": "ωB97M-V with the def2-TZVPD basis set",
  "de_lowest_ev": 4.251,
  "charge": 1,
  "homo_ev": [-11.8, -11.8],
  "gap_ha": [0.349, 0.112],
  "multiplicity": 2,
  "species": ["C", "C", "O", "O", "H", "H", "H", "H", "H", "H", "C", "C", "O", "O", "H", "H", "H", "H", "H", "H", "C", "C", "O", "O", "H", "H", "H", "H", "H", "H", "C", "C", "O", "O", "H", "H", "H", "H", "H", "H", "C", "C", "O", "O", "H", "H", "H", "H", "H", "H", "C", "C", "O", "O", "H", "H", "H", "H", "H", "H", "C", "C", "O", "O", "H", "H", "H", "H", "H", "H", "C", "C", "O", "O", "H", "H", "H", "H", "H", "H", "C", "C", "O", "O", "H", "H", "H", "H", "H", "H", "C", "C", "O", "O", "H", "H", "H", "H", "H", "H", "C", "C", "O", "O", "H", "H", "H", "H", "H", "H", "C", "C", "O", "O", "H", "H", "H", "H", "H", "H", "C", "C", "O", "O", "H", "H", "H", "H", "H", "H"],
  "xyz": [[-2.22, -1.17, 4.69], [-0.89, -1.22, 5.52], [-0.30, -0.01, 5.58], [-1.83, -0.93, 3.31], [-2.92, -0.37, 4.92], [-2.57, -2.19, 4.55], [-0.06, -1.84, 5.17], [-1.16, -1.52, 6.53], [0.26, -0.18, 4.82], [-2.42, -1.42, 2.74], [-0.29, 0.84, 0.67], [-0.95, -0.19, -0.20], [-0.32, -0.37, -1.54], [0.61, 1.63, -0.03], [0.23, 0.15, 1.33], [-0.93, 1.53, 1.22], [-1.92, 0.22, -0.50], [-1.18, -1.13, 0.29], [0.16, 0.44, -1.73], [0.98, 2.33, 0.51], [3.96, -1.73, -1.46], [3.69, -0.71, -2.69], [3.19, -1.54, -3.76], [4.89, -2.67, -2.01], [3.13, -2.37, -1.15], [4.44, -1.22, -0.62], [4.54, -0.03, -2.79], [2.79, -0.14, -2.45], [3.82, -2.26, -3.83], [4.91, -3.41, -1.41], [-1.02, 3.15, 4.75], [-0.29, 4.05, 3.70], [0.86, 3.50, 3.24], [-0.45, 3.23, 6.04], [-1.00, 2.17, 4.28], [-2.06, 3.49, 4.72], [-0.11, 4.98, 4.25], [-0.87, 4.31, 2.82], [0.73, 2.56, 3.05], [-0.98, 2.69, 6.63], [-3.26, -3.25, -0.65], [-4.07, -2.18, 0.04], [-4.03, -2.34, 1.42], [-3.39, -3.26, -2.06], [-3.71, -4.21, -0.39], [-2.22, -3.32, -0.35], [-5.04, -2.36, -0.42], [-3.76, -1.22, -0.38], [-4.34, -3.22, 1.65], [-3.27, -4.13, -2.47], [1.05, -1.18, -6.65], [1.31, 0.09, -5.83], [1.05, -0.04, -4.44], [1.77, -2.29, -6.20], [1.22, -1.04, -7.72], [-0.02, -1.32, -6.55], [0.83, 0.92, -6.34], [2.34, 0.43, -5.96], [1.33, -0.87, -4.06], [2.17, -1.90, -5.41], [0.97, -3.09, 2.03], [1.11, -3.94, 3.39], [1.89, -3.16, 4.30], [2.14, -2.96, 1.27], [0.36, -2.19, 2.04], [0.39, -3.76, 1.40], [1.64, -4.86, 3.15], [0.07, -4.16, 3.66], [2.82, -3.33, 4.13], [2.59, -2.12, 1.43], [3.90, 4.50, 1.95], [3.59, 4.26, 0.44], [2.17, 4.26, 0.18], [3.46, 3.48, 2.83], [3.43, 5.44, 2.23], [4.97, 4.44, 2.15], [3.94, 3.27, 0.16], [4.23, 4.95, -0.13], [1.93, 5.13, -0.14], [2.51, 3.42, 2.95], [-3.34, -0.06, -3.38], [-4.80, -0.62, -3.40], [-5.67, -0.18, -2.36], [-3.28, 1.34, -3.71], [-2.72, -0.49, -4.17], [-2.87, -0.23, -2.41], [-4.90, -1.71, -3.37], [-5.03, -0.40, -4.44], [-5.43, 0.73, -2.17], [-2.41, 1.74, -3.75], [-4.03, 1.70, 1.35], [-4.21, 1.41, 2.82], [-5.15, 2.36, 3.37], [-3.17, 2.88, 1.13], [-4.98, 1.96, 0.89], [-3.52, 0.90, 0.82], [-3.27, 1.51, 3.36], [-4.49, 0.38, 3.03], [-4.84, 3.21, 3.71], [-2.80, 2.73, 0.25], [3.00, 0.30, 3.32], [3.77, -0.38, 2.08], [2.89, -0.27, 0.94], [1.68, -0.31, 3.40], [2.75, 1.36, 3.20], [3.50, 0.11, 4.27], [4.05, -1.38, 2.40], [4.77, 0.01, 1.87], [2.54, 0.61, 0.79], [1.83, -1.21, 3.71], [0.47, -4.82, -2.82], [0.61, -3.34, -2.67], [0.56, -3.03, -1.27], [0.68, -5.12, -4.10], [-0.50, -5.12, -2.42], [1.11, -5.48, -2.23], [-0.23, -2.85, -3.16], [1.55, -2.94, -3.06], [0.18, -2.15, -1.19], [1.59, -5.42, -4.16], [1.14, 3.35, -3.23], [-0.41, 3.29, -3.50], [-1.16, 3.57, -2.38], [1.81, 4.37, -3.93], [1.67, 2.43, -3.45], [1.44, 3.49, -2.19], [-0.65, 2.29, -3.86], [-0.58, 4.20, -4.08], [-1.18, 4.49, -2.10], [1.50, 5.22, -3.60]]
}

{
  "formula": "C26H79N18O12",
  "method": "ωB97M-V with the def2-TZVPD basis set",
  "charge": -2,
  "homo_ev": [1.7, -4.0],
  "gap_ha": [0.077, 0.286],
  "multiplicity": 2,
  "species": ["C", "C", "C", "O", "H", "H", "H", "H", "H", "H", "H", "C", "C", "C", "O", "C", "N", "H", "H", "H", "H", "H", "H", "H", "H", "H", "H", "H", "C", "C", "C", "O", "C", "N", "H", "H", "H", "H", "H", "H", "H", "H", "H", "H", "H", "C", "C", "C", "O", "C", "N", "H", "H", "H", "H", "H", "H", "H", "H", "H", "H", "H", "C", "C", "C", "O", "C", "N", "H", "H", "H", "H", "H", "H", "H", "H", "H", "H", "H", "C", "O", "N", "N", "H", "H", "H", "H", "C", "O", "N", "N", "H", "H", "H", "H", "C", "O", "N", "N", "H", "H", "H", "H", "C", "O", "N", "N", "H", "H", "H", "H", "C", "O", "N", "N", "H", "H", "H", "H", "C", "O", "N", "N", "H", "H", "H", "H", "C", "O", "N", "N", "H", "H", "H", "H"],
  "xyz": [[-0.24, -0.06, 0.40], [1.16, -0.43, 0.90], [1.91, -1.32, -0.16], [2.05, 0.60, 1.21], [-0.75, -0.99, 0.12], [-0.31, 0.41, -0.58], [-0.79, 0.63, 1.03], [1.16, -1.06, 1.79], [2.13, -0.86, -1.12], [1.29, -2.18, -0.37], [2.85, -1.65, 0.30], [0.27, -1.86, 4.73], [0.59, -1.59, 6.18], [0.31, -0.06, 6.61], [-1.07, 0.22, 6.38], [-1.25, 1.58, 6.31], [-0.34, -2.47, 6.89], [0.92, -2.64, 4.33], [0.26, -0.96, 4.12], [-0.70, -2.35, 4.66], [1.54, -2.13, 6.28], [1.07, 0.61, 6.21], [0.40, -0.04, 7.69], [-0.51, 2.27, 5.91], [-1.44, 1.85, 7.35], [-2.16, 1.79, 5.75], [-1.27, -2.28, 6.56], [-0.36, -1.90, 7.72], [-5.69, -1.05, 0.01], [-5.55, 0.15, 0.97], [-4.26, 0.39, 1.71], [-4.12, -0.69, 2.62], [-2.87, -0.68, 3.23], [-5.95, 1.20, 0.09], [-6.68, -1.16, -0.43], [-5.34, -1.85, 0.66], [-4.98, -1.11, -0.81], [-6.31, -0.02, 1.73], [-4.26, 1.30, 2.32], [-3.41, 0.68, 1.10], [-2.61, -1.61, 3.72], [-2.84, 0.11, 3.99], [-2.07, -0.61, 2.50], [-5.59, 2.07, 0.45], [-5.25, 1.10, -0.64], [1.45, -0.03, -5.80], [1.79, 0.61, -4.44], [0.53, 0.90, -3.61], [-0.34, 1.74, -4.31], [0.10, 3.04, -4.54], [2.52, -0.41, -3.68], [2.29, -0.03, -6.48], [0.66, 0.53, -6.31], [1.15, -1.06, -5.65], [2.44, 1.48, -4.56], [0.80, 1.16, -2.58], [-0.12, 0.03, -3.54], [-0.49, 3.46, -5.35], [1.13, 3.19, -4.85], [-0.12, 3.65, -3.67], [2.68, -0.01, -2.76], [1.86, -1.15, -3.49], [-4.73, 2.51, -5.86], [-4.17, 1.66, -4.66], [-4.30, 2.36, -3.21], [-4.07, 1.39, -2.23], [-2.74, 1.21, -2.01], [-4.72, 0.33, -4.74], [-5.80, 2.72, -5.78], [-4.67, 2.00, -6.82], [-4.38, 3.49, -6.19], [-3.12, 1.43, -4.88], [-5.32, 2.70, -3.08], [-3.79, 3.32, -3.25], [-2.73, 0.38, -1.30], [-2.25, 2.08, -1.58], [-2.32, 0.85, -2.95], [-5.69, 0.36, -4.48], [-4.24, -0.12, -3.97], [0.85, 3.92, 2.49], [0.79, 5.07, 2.97], [1.61, 3.59, 1.48], [0.17, 2.94, 3.01], [1.68, 2.60, 1.30], [2.16, 4.28, 0.98], [0.08, 2.06, 2.53], [-0.30, 3.08, 3.89], [3.78, 0.08, 4.34], [4.34, 0.10, 5.45], [3.45, -0.92, 3.65], [3.48, 1.18, 3.73], [3.58, -1.87, 3.97], [2.91, -0.78, 2.80], [3.59, 2.04, 4.26], [2.96, 1.22, 2.87], [5.86, 0.17, -0.07], [5.50, 0.29, -1.21], [5.02, 0.34, 0.91], [7.10, 0.13, 0.31], [5.42, 0.17, 1.82], [4.07, 0.17, 0.61], [7.73, 0.24, -0.48], [7.31, 0.21, 1.30], [-2.42, -3.03, -2.18], [-3.14, -3.07, -1.26], [-1.37, -2.25, -2.09], [-2.38, -3.72, -3.29], [-0.66, -2.42, -2.80], [-1.27, -1.87, -1.16], [-2.99, -4.53, -3.38], [-1.81, -3.56, -4.11], [2.97, 3.03, -1.82], [2.02, 3.75, -1.78], [3.25, 2.05, -0.99], [3.84, 3.15, -2.75], [2.70, 1.69, -0.22], [4.10, 1.53, -1.10], [3.63, 3.83, -3.47], [4.63, 2.55, -2.92], [5.41, -3.32, -1.96], [5.48, -4.10, -1.04], [4.25, -2.81, -2.33], [6.38, -2.97, -2.70], [3.41, -3.09, -1.84], [4.28, -1.91, -2.78], [7.30, -3.22, -2.38], [6.22, -2.33, -3.47], [-1.86, -3.98, 2.14], [-1.68, -4.63, 3.15], [-2.98, -3.58, 1.66], [-0.85, -3.86, 1.28], [-3.18, -3.41, 0.69], [-3.75, -3.72, 2.29], [0.06, -4.24, 1.51], [-0.96, -3.36, 0.41]]
}

{
  "formula": "C26H80N10O14",
  "method": "ωB97M-V with the def2-TZVPD basis set",
  "de_lowest_ev": 7.683,
  "charge": 0,
  "homo_ev": -8.2,
  "gap_ha": 0.294,
  "species": ["C", "O", "H", "H", "H", "H", "C", "O", "H", "H", "H", "H", "C", "O", "H", "H", "H", "H", "C", "O", "N", "N", "H", "H", "H", "H", "C", "O", "N", "N", "H", "H", "H", "H", "C", "O", "N", "N", "H", "H", "H", "H", "C", "O", "N", "N", "H", "H", "H", "H", "C", "O", "N", "N", "H", "H", "H", "H", "C", "C", "C", "O", "H", "H", "H", "H", "H", "H", "H", "H", "C", "C", "C", "O", "H", "H", "H", "H", "H", "H", "H", "H", "C", "C", "C", "O", "H", "H", "H", "H", "H", "H", "H", "H", "C", "C", "C", "O", "H", "H", "H", "H", "H", "H", "H", "H", "C", "C", "C", "O", "H", "H", "H", "H", "H", "H", "H", "H", "C", "C", "C", "O", "H", "H", "H", "H", "H", "H", "H", "H"],
  "xyz": [[-15.32, 4.00, 22.78], [-16.32, 3.54, 22.02], [-15.37, 3.42, 23.71], [-15.42, 5.10, 22.86], [-14.37, 3.96, 22.23], [-16.17, 3.85, 21.10], [-12.62, 2.86, 18.55], [-13.30, 3.17, 19.76], [-11.90, 3.71, 18.32], [-13.28, 2.75, 17.69], [-12.08, 1.96, 18.79], [-13.97, 2.49, 19.97], [-17.25, 2.62, 17.08], [-17.43, 3.87, 16.43], [-17.54, 1.87, 16.36], [-17.73, 2.53, 18.06], [-16.16, 2.40, 17.28], [-16.85, 4.42, 16.90], [-15.80, 5.05, 18.85], [-16.35, 3.95, 19.51], [-14.55, 5.25, 18.64], [-16.50, 5.99, 18.39], [-13.86, 4.56, 18.97], [-14.13, 6.08, 18.22], [-17.57, 5.89, 18.53], [-16.21, 6.88, 17.93], [-14.75, 0.14, 19.62], [-14.42, -1.10, 20.20], [-14.30, 0.50, 18.44], [-15.48, 1.10, 20.19], [-13.92, -0.26, 17.80], [-14.53, 1.35, 18.04], [-15.87, 0.78, 21.19], [-15.76, 2.00, 19.74], [-15.54, -0.06, 23.34], [-14.66, 0.62, 24.18], [-15.38, -1.32, 23.12], [-16.44, 0.61, 22.66], [-14.71, -1.90, 23.56], [-15.85, -1.76, 22.35], [-16.65, 1.58, 22.82], [-17.33, 0.15, 22.43], [-12.10, -2.12, 17.70], [-11.08, -2.02, 16.78], [-11.92, -2.21, 19.00], [-13.30, -1.89, 17.35], [-10.94, -2.23, 19.28], [-12.65, -1.83, 19.55], [-13.55, -1.75, 16.40], [-14.02, -2.06, 17.98], [-13.35, -5.43, 20.71], [-13.74, -5.87, 21.92], [-13.28, -4.12, 20.52], [-12.99, -6.25, 19.75], [-13.60, -3.49, 21.25], [-12.86, -3.71, 19.67], [-13.12, -7.30, 19.86], [-12.03, -5.96, 19.42], [-12.35, 1.15, 21.99], [-12.04, -0.17, 22.78], [-10.60, -0.56, 22.56], [-12.22, -0.01, 24.02], [-12.60, 0.87, 20.94], [-11.57, 1.87, 21.83], [-13.26, 1.70, 22.31], [-12.78, -0.90, 22.44], [-10.38, -0.96, 21.50], [-10.33, -1.27, 23.34], [-10.01, 0.34, 22.70], [-13.22, 0.01, 24.18], [-14.16, 0.84, 15.22], [-13.97, -0.37, 14.36], [-12.46, -0.35, 13.95], [-14.26, -1.39, 14.86], [-13.50, 0.76, 16.03], [-15.23, 0.93, 15.50], [-13.91, 1.64, 14.58], [-14.59, -0.08, 13.48], [-12.14, -1.06, 13.20], [-11.84, -0.68, 14.81], [-12.06, 0.65, 13.65], [-14.83, -1.89, 14.23], [-19.97, -0.80, 19.26], [-18.93, -0.03, 20.04], [-19.25, 1.48, 20.24], [-18.69, -0.46, 21.15], [-19.64, -1.81, 19.22], [-20.13, -0.39, 18.26], [-20.88, -0.70, 19.75], [-18.05, -0.17, 19.38], [-20.25, 1.58, 20.75], [-19.34, 2.00, 19.29], [-18.61, 2.03, 21.00], [-18.31, -1.33, 20.98], [-10.56, 1.04, 16.61], [-9.61, 1.54, 17.67], [-9.70, 0.61, 18.88], [-8.38, 1.56, 17.41], [-10.78, 1.85, 16.04], [-11.43, 0.60, 17.03], [-10.09, 0.33, 15.97], [-9.73, 2.60, 18.01], [-10.57, 0.03, 19.18], [-9.31, 1.09, 19.82], [-9.02, -0.24, 18.76], [-8.27, 2.37, 16.92], [-16.74, -4.25, 22.82], [-16.60, -3.98, 21.40], [-18.02, -4.10, 20.90], [-16.48, -2.76, 21.02], [-17.11, -5.25, 22.98], [-17.40, -3.50, 23.35], [-15.74, -4.17, 23.32], [-16.08, -4.76, 20.90], [-18.66, -3.32, 21.32], [-18.48, -5.08, 21.15], [-18.14, -4.05, 19.86], [-15.93, -2.77, 20.22], [-18.88, -0.85, 15.71], [-17.39, -1.07, 15.58], [-16.76, -1.04, 16.95], [-17.04, -2.22, 15.14], [-19.26, -0.71, 14.78], [-19.10, 0.08, 16.19], [-19.39, -1.72, 16.22], [-16.98, -0.29, 15.01], [-15.73, -1.37, 16.91], [-17.31, -1.80, 17.53], [-16.65, -0.16, 17.55], [-17.37, -2.45, 14.31]]
}

Number 1: strongest force on any atom 4.02 eV/Å. Number 2: strongest force on any atom 6.96 eV/Å. Number 3: strongest force on any atom 16.45 eV/Å.